(1)
Formula: C17H14Cl3HgN2O3S2Si
Source: the OMol25 dataset
Level of theory: the ωB97M-V functional and the def2-TZVPD basis

Last column: Löwdin charge in e.
Cartesian coordinates (Å):
Hg: 1.9987 -1.6790 -0.9080  0.929
S: 3.0266 1.1331 3.5232  0.946
C: 1.7820 -0.0110 3.8235  -0.423
C: 1.5892 -0.7784 2.7212  -0.231
N: 2.4122 -0.4888 1.6633  -0.038
C: 3.2088 0.4883 1.9345  -0.498
H: 1.2530 -0.0507 4.7605  0.052
H: 0.8472 -1.5570 2.6036  0.091
H: 3.9167 0.8949 1.2261  0.072
N: -4.6927 -4.0850 1.5657  0.020
C: -3.6609 -3.7115 1.1578  -0.326
C: -2.4285 -3.2647 0.6755  -0.304
C: -2.3288 -2.3335 -0.4192  -0.104
C: -1.1121 -1.8986 -0.8735  -0.197
C: 0.1190 -2.3267 -0.3047  -0.405
C: 0.0129 -3.2595 0.7660  -0.254
C: -1.1890 -3.7117 1.2488  -0.119
H: -3.2397 -1.9740 -0.8865  0.082
H: -1.0883 -1.1936 -1.6978  0.058
H: 0.9180 -3.6453 1.2312  0.067
H: -1.2100 -4.4270 2.0647  0.080
C: -3.5918 3.6342 0.1301  -0.070
C: -2.3498 3.0685 -0.5077  -0.293
C: -2.4298 2.1608 -1.5544  -0.047
C: -1.2821 1.6242 -2.1265  -0.062
C: -0.0363 1.9938 -1.6546  -0.258
C: 0.0603 2.8985 -0.6039  -0.057
C: -1.0864 3.4303 -0.0405  -0.057
S: 1.4540 1.3152 -2.3799  0.374
O: 1.9744 2.3671 -3.2338  -0.348
O: 1.0180 0.1116 -3.0784  -0.397
O: 2.2968 1.0171 -1.2198  -0.467
H: -4.4897 3.2438 -0.3493  0.066
H: -3.6159 4.7245 0.0564  0.069
H: -3.6407 3.3756 1.1901  0.075
H: -3.4035 1.8474 -1.9154  0.104
H: -1.3428 0.8944 -2.9229  0.105
H: 1.0399 3.1587 -0.2234  0.110
H: -1.0044 4.1255 0.7895  0.103
Cl: 5.6404 -1.8943 0.2501  0.078
Si: 4.3906 -1.7041 -1.4427  -0.743
Cl: 5.2718 -0.1266 -2.4680  0.149
Cl: 4.9926 -3.3862 -2.5711  0.067

Values from the calculation:
- Total charge: -2
- E_tot: -98274.20478 eV
- Orbital gap (spin up / spin down): 2.42 / 6.09 eV
- Maximum force: 0.36 eV/A
- HOMO energy (spin up / spin down): 1.4 / -2.2 eV
- 2S+1: 2



(2)
Formula: C49H54Cl3IN5O10P4Y
Source: the OMol25 dataset
Level of theory: the ωB97M-V functional and the def2-TZVPD basis

Last column: Löwdin charge in e.
Cartesian coordinates (Å):
Y: -0.0172 -0.3142 0.2929  1.408
C: 3.9918 -3.6693 2.8801  -0.092
N: 3.3109 -3.1739 1.6964  -0.269
C: 3.0694 -4.1851 0.6674  -0.080
P: 2.9523 -1.5972 1.4754  0.519
O: 2.0022 -1.4368 0.3451  -0.329
O: 2.4702 -1.1331 2.9197  -0.246
P: 1.2640 -0.2941 3.6119  0.508
O: 0.4184 0.3273 2.5617  -0.369
N: 2.0315 0.8265 4.5089  -0.272
C: 2.7844 1.8415 3.7785  -0.112
C: 2.3474 0.6930 5.9172  -0.084
N: 0.5217 -1.3367 4.6083  -0.287
C: -0.9394 -1.3525 4.6855  -0.077
C: 1.1729 -2.5379 5.1200  -0.076
N: 4.2450 -0.5942 1.2463  -0.269
C: 4.7777 -0.4767 -0.1098  -0.078
C: 5.2575 -0.4250 2.2778  -0.105
H: 3.3900 -4.4493 3.3539  0.094
H: 4.1470 -2.8699 3.6031  0.064
H: 4.9667 -4.0916 2.6202  0.087
H: 2.4211 -4.9652 1.0677  0.083
H: 4.0196 -4.6244 0.3498  0.086
H: 2.5636 -3.7406 -0.1830  0.071
H: 2.4800 1.8458 2.7319  0.026
H: 3.8613 1.6481 3.8320  0.077
H: 2.5785 2.8254 4.1987  0.071
H: 1.6868 -0.0350 6.3823  0.075
H: 2.2048 1.6579 6.4095  0.083
H: 3.3871 0.3819 6.0731  0.086
H: -1.3446 -0.4287 4.2776  0.056
H: -1.2395 -1.4401 5.7325  0.090
H: -1.3470 -2.1879 4.1127  0.080
H: 2.2560 -2.4286 5.0866  0.071
H: 0.8861 -3.4094 4.5269  0.076
H: 0.8790 -2.6897 6.1614  0.090
H: 3.9754 -0.5904 -0.8351  0.074
H: 5.5536 -1.2262 -0.3082  0.091
H: 5.2120 0.5173 -0.2320  0.084
H: 4.8102 -0.4856 3.2685  0.065
H: 5.7089 0.5635 2.1686  0.084
H: 6.0528 -1.1771 2.2013  0.088
Cl: 4.4660 2.6379 -4.7866  0.679
C: 3.6150 2.2569 -3.3178  -0.620
C: 3.8859 2.9502 -2.1772  -0.188
C: 3.2082 2.6726 -0.9772  -0.639
I: 3.7756 3.7348 0.7191  0.987
C: 2.1818 1.7353 -0.8908  -0.454
O: 1.4923 1.4585 0.1600  -0.242
C: 1.9650 0.9616 -2.1014  -0.161
N: 1.1006 -0.0794 -1.9763  0.055
C: 0.9522 -0.9130 -2.9832  -0.107
C: 1.5857 -0.7292 -4.2229  -0.025
C: 2.4242 0.3365 -4.3880  -0.019
C: 2.6679 1.2030 -3.3013  -0.181
H: 4.6394 3.7262 -2.1913  0.089
H: 0.3241 -1.7806 -2.8217  0.109
H: 1.4059 -1.4380 -5.0195  0.114
H: 2.9328 0.5088 -5.3268  0.092
O: -1.7631 -3.1046 -2.3618  0.071
C: -1.8352 -1.9555 -1.9869  -0.714
O: -1.4271 -1.4816 -0.8489  -0.311
C: -2.4181 -0.8856 -2.9228  -0.235
P: -2.3913 0.7768 -2.1516  1.068
C: -4.0388 0.9378 -1.3890  -0.372
C: -4.7834 -0.1687 -0.9858  -0.099
C: -5.9902 -0.0017 -0.3173  -0.084
C: -6.4694 1.2699 -0.0453  -0.097
C: -5.7282 2.3807 -0.4276  -0.081
C: -4.5183 2.2157 -1.0822  -0.116
C: -2.4629 1.8480 -3.6321  -0.370
C: -3.6114 2.4284 -4.1630  -0.080
C: -3.5360 3.2208 -5.3015  -0.079
C: -2.3178 3.4261 -5.9333  -0.092
C: -1.1670 2.8413 -5.4210  -0.084
C: -1.2396 2.0699 -4.2709  -0.114
H: -3.4055 -1.1889 -3.2697  0.099
H: -1.7898 -0.8433 -3.8142  0.086
H: -4.4221 -1.1728 -1.1701  0.106
H: -6.5547 -0.8740 -0.0100  0.108
H: -7.4120 1.3987 0.4727  0.104
H: -6.0881 3.3784 -0.2070  0.107
H: -3.9442 3.0906 -1.3690  0.098
H: -4.5677 2.2640 -3.6845  0.100
H: -4.4359 3.6721 -5.7016  0.103
H: -2.2651 4.0405 -6.8234  0.101
H: -0.2107 2.9969 -5.9064  0.105
H: -0.3318 1.6374 -3.8578  0.085
Cl: -2.6421 -0.3693 1.6367  0.803
C: -3.4668 1.0529 2.2312  -0.590
C: -4.6842 0.7892 2.8495  -0.115
C: -5.4297 1.8298 3.3651  -0.076
C: -4.9527 3.1303 3.2641  -0.070
C: -3.7358 3.3679 2.6543  -0.080
C: -2.9560 2.3406 2.1119  -0.366
P: -1.3026 2.6578 1.3559  1.107
C: -1.5360 4.1276 0.2819  -0.358
C: -1.8641 5.4104 0.7317  -0.102
C: -2.0220 6.4541 -0.1642  -0.074
C: -1.8368 6.2418 -1.5253  -0.075
C: -1.4610 4.9904 -1.9816  -0.065
C: -1.2988 3.9454 -1.0782  -0.119
C: -0.4642 3.4364 2.7851  -0.351
C: 0.4720 4.4466 2.5653  -0.127
C: 1.0900 5.0820 3.6326  -0.096
C: 0.8000 4.7010 4.9356  -0.103
C: -0.0961 3.6653 5.1626  -0.089
C: -0.7246 3.0384 4.0954  -0.091
H: -5.0323 -0.2340 2.9110  0.110
H: -6.3787 1.6264 3.8446  0.110
H: -5.5236 3.9574 3.6677  0.107
H: -3.3710 4.3825 2.6087  0.091
H: -1.9562 5.6107 1.7906  0.098
H: -2.2804 7.4407 0.2009  0.104
H: -1.9644 7.0601 -2.2232  0.105
H: -1.2919 4.8154 -3.0365  0.100
H: -0.9863 2.9718 -1.4310  0.045
H: 0.7091 4.7564 1.5556  0.085
H: 1.8009 5.8772 3.4406  0.106
H: 1.2725 5.2061 5.7697  0.103
H: -0.3223 3.3523 6.1755  0.105
H: -1.4375 2.2457 4.2895  0.103
O: 0.0353 -4.4530 2.5161  -0.331
Cl: -0.5328 -3.6274 1.4871  0.677
O: -1.9525 -3.7221 1.4850  -0.307
O: 0.0329 -3.9261 0.2175  -0.304
O: -0.1759 -2.2228 1.8455  -0.515

Values from the calculation:
- Energy relative to the best compared isomer or geometry (same formula, charge and spin): 0.000 eV
- E_tot: -163487.53510 eV
- Orbital gap: 7.51 eV
- Maximum force: 0.77 eV/A
- HOMO energy: -7.5 eV



(3)
Formula: C4H9O2
Source: the OMol25 dataset
Level of theory: the ωB97M-V functional and the def2-TZVPD basis

Last column: Löwdin charge in e.
Cartesian coordinates (Å):
C: 0.8382 -1.7369 -0.7123  -0.103
C: -0.1725 -0.7186 -0.1653  -0.651
O: -1.3077 -0.6776 -0.9540  -0.321
C: 0.4768 0.6355 0.0178  -0.181
C: -0.4556 1.5202 0.8988  -0.331
O: -1.7318 1.5974 0.3126  -0.155
H: 0.3545 -2.6192 -1.1244  0.053
H: 1.5287 -1.9853 0.0996  0.055
H: 1.2477 -1.2374 -1.6012  0.065
H: -0.4672 -1.0632 0.8550  0.117
H: 0.6571 1.2186 -0.8866  0.108
H: 1.4390 0.5058 0.5528  0.101
H: -0.4893 1.2578 1.9763  0.091
H: -0.0492 2.5470 1.0137  0.087
H: -1.8687 0.7559 -0.2828  0.065

Values from the calculation:
- Total charge: -1
- Energy relative to the best compared isomer or geometry (same formula, charge and spin): 1.764 eV
- E_tot: -8388.72738 eV
- Orbital gap: 7.39 eV
- Maximum force: 2.18 eV/A
- HOMO energy: -2.9 eV
- SMILES: C[C@H]([O-])CCO



(4)
Formula: H4S2
Source: the OMol25 dataset
Level of theory: the ωB97M-V functional and the def2-TZVPD basis

Last column: Löwdin charge in e.
Cartesian coordinates (Å):
S: -0.5433 1.1745 -0.9868  0.452
H: 0.7866 0.9791 -1.0581  -0.217
H: -0.5949 1.6400 -2.2486  -0.219
S: 0.0676 -1.8162 1.7146  0.456
H: -0.2627 -0.5575 2.0582  -0.224
H: 0.5466 -1.4199 0.5208  -0.247

Values from the calculation:
- Energy relative to the best compared isomer or geometry (same formula, charge and spin): 0.036 eV
- E_tot: -21735.04239 eV
- Orbital gap: 10.42 eV
- Maximum force: 0.26 eV/A
- HOMO energy: -9.7 eV
- SMILES: S.S



Q: What is the formula in the first record?
A: C17H14Cl3HgN2O3S2Si